This record from the OMol25 dataset describes a molecular structure, Cl4Mg in a non-equilibrium geometry. The level of theory is ωB97M-V with the def2-TZVPD basis set.

```
5
Properties=species:S:1:pos:R:3:forces:R:3:lowdin_charge:R:1
Mg 0.007190 -0.136192 0.008366 -0.11 -0.64 -0.46 -0.260
Cl 0.658254 2.357447 0.103775 -0.54 -0.64 0.29 -0.007
Cl 2.146668 -0.851481 -0.633703 -0.12 0.38 0.39 -0.276
Cl -1.609613 0.336022 1.808473 0.80 0.41 -0.49 -0.143
Cl -1.202499 -1.705796 -1.286911 -0.03 0.49 0.27 -0.314
```
Forces are in eV/Å.

## Properties
M, Da: 166.1
Multiplicity: 2
LUMO energy (spin up / spin down), eV: 3.232 / -1.729
E_HOMO (spin up / spin down), eV: -5.837 / -5.746
Gap between HOMO and LUMO (spin up / spin down), Ha: 0.3333 / 0.1476
Energy above the lowest of the compared OMol25 structures with the same formula, charge and spin, eV: 0.182
Net charge: -1
⟨S²⟩: 0.757

This record from the OMol25 dataset describes a molecular structure, Cl5IK4O20 in a non-equilibrium geometry. The level of theory is ωB97M-V with the def2-TZVPD basis set.

```
30
Properties=species:S:1:pos:R:3:forces:R:3:lowdin_charge:R:1
K -2.674820 26.570750 19.297350 -0.04 -0.74 -0.01 0.703
K -3.957390 24.760130 25.422470 0.36 -0.92 -0.23 0.643
K -5.509690 22.218040 20.237510 0.34 0.12 0.13 0.688
K -8.412500 26.439410 21.284820 0.72 0.28 -0.42 0.824
I -4.490800 24.926410 22.129930 -0.40 0.29 -0.30 -0.124
Cl 0.610100 24.433920 21.500100 6.15 -11.99 1.74 0.560
O 2.096910 24.221540 21.336550 -1.63 2.22 -1.16 -0.422
O 0.242940 23.140260 22.089390 -0.68 0.71 0.90 -0.407
O 0.393570 25.416020 22.392820 -1.81 6.44 3.28 -0.324
O -0.101450 24.393840 20.322660 -2.25 3.04 -4.98 -0.364
Cl -6.844840 28.619730 19.025660 -3.25 2.73 1.87 0.578
O -6.542600 27.231500 19.108210 0.48 -1.36 -0.33 -0.410
O -8.320630 28.793820 18.991970 0.69 -1.13 -0.61 -0.422
O -6.452120 29.305220 20.206220 0.94 -0.25 2.44 -0.378
O -6.234460 29.340120 17.996470 0.89 -0.38 -2.85 -0.311
Cl -1.248810 21.716270 26.354590 0.65 -9.14 -1.57 0.691
O -2.109570 22.216320 25.303200 0.11 1.99 0.36 -0.417
O -0.673530 22.710110 27.216720 -1.00 0.57 0.31 -0.373
O -2.013370 20.510140 26.922760 -0.98 3.67 1.85 -0.442
O -0.191310 20.817410 25.814510 0.90 3.30 -0.68 -0.412
Cl -7.090760 21.027160 24.216580 -3.57 2.04 4.10 0.493
O -8.016910 21.020950 23.190810 -1.85 1.96 -6.35 -0.378
O -5.875740 20.551650 23.853890 5.01 -2.52 -1.90 -0.298
O -6.896910 22.312200 24.825670 0.22 1.87 -0.27 -0.400
O -7.829710 20.267760 25.124910 0.18 -2.95 4.12 -0.363
Cl -4.177270 24.227270 16.782750 4.79 -3.86 -4.39 0.648
O -4.643780 25.533560 16.568870 -2.24 1.52 0.88 -0.330
O -2.822440 24.320080 17.269070 0.46 0.75 1.78 -0.418
O -4.882810 23.311910 17.666840 -1.28 0.97 0.13 -0.446
O -3.966280 23.575600 15.434060 -1.91 0.75 2.15 -0.391
```
Forces are in eV/Å.

## Properties
M, Da: 780.5
LUMO energy, eV: 1.921
E_HOMO, eV: -3.208
Gap between HOMO and LUMO, Ha: 0.1885
Net charge: -2

This record from the OMol25 dataset describes a molecular structure, Cl5O20Pb in a non-equilibrium geometry. The level of theory is ωB97M-V with the def2-TZVPD basis set.

```
26
Properties=species:S:1:pos:R:3:forces:R:3:lowdin_charge:R:1
Pb 0.393190 0.142687 -0.270677 -0.19 -0.20 0.34 1.619
Cl -5.006449 -0.550030 -2.531475 -6.42 -0.90 -1.78 0.682
O -3.888132 -0.963441 -1.717399 0.71 1.18 -0.24 -0.397
O -5.969388 0.420861 -1.910751 3.13 0.29 -0.10 -0.420
O -4.701783 -0.122133 -3.926647 1.03 -0.16 2.41 -0.405
O -5.932991 -1.699878 -2.651473 1.72 -0.40 -0.26 -0.440
Cl 3.541477 4.202158 2.521116 -0.14 2.79 -3.98 0.642
O 2.539701 3.319076 2.257964 -6.39 -4.86 0.47 -0.428
O 3.261284 4.942987 3.743560 1.71 -0.47 -0.41 -0.375
O 4.682790 3.294629 2.439369 1.78 2.59 1.05 -0.375
O 3.284877 5.126617 1.282592 2.88 -0.21 2.70 -0.445
Cl -1.241451 -5.387627 0.910625 10.82 3.54 4.62 0.624
O -0.482466 -5.788100 -0.260568 -0.55 0.59 0.75 -0.360
O -0.811783 -6.145289 2.106790 0.07 0.53 -1.82 -0.386
O -1.116947 -3.856522 1.289321 1.82 -1.87 -1.28 -0.450
O -2.533618 -5.434757 0.794376 -12.06 -2.36 -2.42 -0.302
Cl -1.747015 4.744823 -3.390792 -3.76 -1.27 9.67 0.575
O -3.004614 5.082067 -2.530941 2.51 1.34 -2.63 -0.391
O -2.098942 4.574051 -4.666731 -2.99 -2.17 -7.13 -0.293
O -0.599843 5.474814 -3.402523 4.26 6.16 0.11 -0.327
O -1.300993 3.668556 -2.562397 0.21 -4.32 0.13 -0.397
Cl 4.518255 -3.036326 2.543281 2.81 0.96 -2.96 0.582
O 5.485431 -2.176096 3.156303 1.55 -0.57 1.12 -0.382
O 3.860787 -2.119024 1.671303 -3.68 1.47 -0.48 -0.417
O 5.036411 -3.973250 1.568041 1.17 -1.09 0.84 -0.398
O 3.832212 -3.740854 3.537733 -1.99 -0.60 1.26 -0.336
```
Forces are in eV/Å.

## Properties
M, Da: 704.4
LUMO energy, eV: -0.376
E_HOMO, eV: -2.725
Gap between HOMO and LUMO, Ha: 0.0863
Energy above the lowest of the compared OMol25 structures with the same formula, charge and spin, eV: 11.800
Net charge: -3

This record from the OMol25 dataset describes a molecular structure, Cl7OV in a non-equilibrium geometry. The level of theory is ωB97M-V with the def2-TZVPD basis set.

```
9
Properties=species:S:1:pos:R:3:forces:R:3:lowdin_charge:R:1
O -0.950948 -0.167655 0.093805 -0.88 -0.35 -2.69 -0.530
V -0.744275 -0.117759 -1.462425 1.82 0.43 3.85 -0.064
Cl 2.676185 2.680221 2.037598 0.44 1.13 0.41 -0.999
Cl -2.400711 -0.745009 -2.897976 -0.97 -0.20 -0.66 -0.284
Cl -3.488784 -0.868522 3.681332 -0.81 -0.16 0.50 -1.000
Cl -0.797911 2.295814 -1.522435 -0.17 -0.19 -0.85 -0.279
Cl 0.890065 -1.749458 -1.802871 -0.65 0.29 -0.69 -0.235
Cl 1.140327 -0.639632 1.797723 -0.34 -0.57 0.85 -0.652
Cl 3.676054 -0.688000 0.075246 1.55 -0.39 -0.74 -0.957
```
Forces are in eV/Å.

## Properties
M, Da: 315.1
Multiplicity: 2
LUMO energy (spin up / spin down), eV: 10.699 / 10.673
E_HOMO (spin up / spin down), eV: 8.474 / 8.437
Gap between HOMO and LUMO (spin up / spin down), Ha: 0.0818 / 0.0822
Net charge: -5
⟨S²⟩: 0.802

Q: Which total energy values were calculated for the entries above? A: -2041.096492, -6502.087656, -3996.948716, -4240.143401, in Eh.